{"formula": "C26H39BF5N4PdS3Sb", "method": "ωB97M-V/def2-TZVPD", "e_homo_ha": -0.2708, "e_tot_ev": -90344.51949, "gap_ev": 6.86, "symbols": ["Sb", "Pd", "S", "S", "S", "F", "F", "F", "F", "F", "N", "N", "N", "N", "C", "C", "C", "C", "C", "C", "C", "C", "C", "C", "C", "C", "C", "C", "C", "C", "C", "C", "C", "C", "C", "C", "C", "C", "C", "C", "B", "H", "H", "H", "H", "H", "H", "H", "H", "H", "H", "H", "H", "H", "H", "H", "H", "H", "H", "H", "H", "H", "H", "H", "H", "H", "H", "H", "H", "H", "H", "H", "H", "H", "H", "H", "H", "H", "H", "H"], "xyz": [[-0.122, -1.773, -0.159], [-0.173, 0.816, -0.102], [1.046, 0.830, 1.871], [-2.423, 0.944, -0.911], [0.037, 3.180, -0.260], [2.660, 1.290, -0.763], [6.869, 1.659, 1.242], [5.747, 1.287, 3.701], [3.107, 0.927, 3.944], [5.273, 1.663, -0.966], [-2.274, 3.759, 1.150], [-2.933, 3.584, -1.367], [-0.442, 3.899, 2.325], [-2.129, 2.555, -3.104], [2.873, -2.214, -0.177], [3.615, 1.103, 2.717], [5.552, 1.480, 1.361], [-3.083, -2.493, 0.204], [-2.845, 4.493, -2.393], [-1.778, -2.603, 0.989], [4.979, 1.289, 2.610], [0.099, -3.778, -2.603], [3.371, 1.298, 0.375], [1.682, -4.317, 0.415], [-1.486, 4.131, 3.185], [-2.619, 4.030, 2.451], [-1.653, -2.047, -2.814], [2.761, 1.093, 1.613], [1.687, -2.797, 0.589], [-1.576, -4.060, 1.391], [0.959, 4.050, 2.676], [-1.864, -1.722, 2.237], [-2.341, 3.862, -3.478], [-0.940, 3.661, 1.089], [-0.244, -2.325, -2.290], [-2.493, 2.407, -1.818], [1.848, -2.517, 2.083], [4.738, 1.484, 0.243], [-1.571, 1.518, -3.940], [0.755, -1.403, -2.997], [-3.407, 3.969, 0.060], [-2.084, -1.123, -2.434], [-2.337, -2.863, -2.576], [-2.075, -0.680, 1.982], [-1.329, 4.320, 4.230], [-3.130, 5.518, -2.248], [-0.467, -4.487, -1.996], [-0.147, -3.980, -3.651], [-0.759, -4.183, 2.102], [-2.682, -2.085, 2.865], [-2.487, -4.414, 1.883], [1.120, 3.641, 3.671], [-1.184, 1.980, -4.845], [2.916, -2.589, -1.200], [1.045, -2.966, 2.671], [3.800, -2.520, 0.319], [2.636, -4.693, 0.802], [-1.393, -4.713, 0.536], [1.787, -1.711, -2.837], [-3.265, -1.500, -0.206], [1.160, -3.984, -2.480], [-3.648, 4.142, 2.736], [0.567, -1.427, -4.076], [0.673, -0.364, -2.667], [1.559, 3.504, 1.956], [-2.114, 4.213, -4.467], [1.229, 5.107, 2.654], [-0.947, -1.737, 2.831], [-3.129, -3.216, -0.612], [0.893, -4.808, 0.981], [-4.364, 3.332, 0.408], [1.610, -4.636, -0.619], [2.787, -2.970, 2.416], [-1.606, -1.975, -3.906], [-3.909, -2.721, 0.887], [-3.628, 5.154, 0.016], [2.859, -1.123, -0.213], [-0.761, 1.020, -3.410], [-2.329, 0.780, -4.196], [1.874, -1.456, 2.316]]}